Record 1
{"formula": "C4H9NO2", "method": "the ωB97M-V functional and the def2-TZVPD basis", "e_above_lowest_ev": 0.812, "e_tot_ev": -9879.24856, "smiles": "C[C@@H](CO)NC=O", "e_lumo_ev": 0.72, "spin_multiplicity": 1, "total_charge": 0, "elements": ["C", "C", "C", "O", "N", "C", "O", "H", "H", "H", "H", "H", "H", "H", "H", "H"], "positions_angstrom": [[-1.169, 1.395, -0.381], [-0.264, 0.392, 0.327], [-0.870, -1.015, 0.272], [-0.415, -1.858, 1.290], [1.075, 0.490, -0.273], [2.048, -0.442, -0.348], [2.005, -1.598, 0.052], [-0.713, 2.391, -0.427], [-2.117, 1.487, 0.157], [-1.388, 1.066, -1.402], [-0.199, 0.646, 1.392], [-1.949, -0.908, 0.424], [-0.721, -1.442, -0.733], [0.523, -2.019, 1.083], [1.344, 1.413, -0.583], [2.947, -0.052, -0.856]]}

=====

Record 2
{"formula": "C2HN6O6", "method": "the ωB97M-V functional and the def2-TZVPD basis", "e_above_lowest_ev": 0.000, "e_tot_ev": -23306.79273, "smiles": "[H]/N=C(/N=N\\C([N+](=O)[O-])=[N+]([O-])[O-])[N+](=O)[O-]", "e_lumo_ev": 2.80, "spin_multiplicity": 1, "total_charge": -1, "elements": ["H", "N", "C", "N", "N", "C", "N", "O", "O", "N", "O", "O", "N", "O", "O"], "positions_angstrom": [[1.407, 0.816, 3.236], [0.567, 0.857, 2.664], [0.827, 0.816, 1.427], [-0.005, 1.120, 0.435], [-0.694, 0.821, -0.547], [-1.133, -0.306, -1.091], [-0.836, -1.593, -0.553], [0.219, -1.675, 0.069], [-1.655, -2.491, -0.631], [-1.969, -0.171, -2.218], [-2.210, -1.163, -2.884], [-2.383, 0.944, -2.490], [2.267, 0.707, 0.963], [2.514, 0.820, -0.216], [3.084, 0.499, 1.836]]}

=====

Record 3
{"formula": "C10H24N2O3", "method": "the ωB97M-V functional and the def2-TZVPD basis", "e_above_lowest_ev": 1.159, "e_tot_ev": -19880.19110, "smiles": "CC#N.CC#N.CCO.CCO.CCO", "e_lumo_ev": 0.41, "spin_multiplicity": 1, "total_charge": 0, "elements": ["C", "C", "N", "H", "H", "H", "C", "C", "N", "H", "H", "H", "C", "C", "O", "H", "H", "H", "H", "H", "H", "C", "C", "O", "H", "H", "H", "H", "H", "H", "C", "C", "O", "H", "H", "H", "H", "H", "H"], "positions_angstrom": [[9.350, -21.166, -19.461], [8.909, -19.803, -19.727], [8.576, -18.718, -19.886], [10.298, -21.369, -19.970], [8.763, -21.967, -19.909], [9.488, -21.314, -18.393], [13.341, -23.882, -22.372], [12.147, -23.056, -22.305], [11.204, -22.405, -22.236], [13.607, -23.981, -23.424], [13.047, -24.845, -21.953], [14.166, -23.442, -21.821], [5.446, -17.204, -18.022], [5.481, -16.670, -19.429], [5.269, -15.265, -19.479], [4.444, -17.095, -17.605], [6.207, -16.733, -17.397], [5.757, -18.252, -17.951], [4.847, -17.249, -20.112], [6.458, -16.838, -19.894], [4.323, -15.095, -19.507], [8.737, -18.533, -16.125], [10.147, -18.931, -15.792], [10.127, -19.688, -14.568], [8.400, -17.709, -15.492], [8.013, -19.340, -16.010], [8.654, -18.138, -17.140], [10.809, -18.073, -15.642], [10.610, -19.553, -16.567], [11.033, -19.894, -14.324], [9.627, -15.753, -22.359], [10.855, -16.542, -21.894], [10.771, -16.921, -20.531], [8.718, -16.238, -22.002], [9.633, -15.743, -23.451], [9.677, -14.736, -21.975], [11.724, -15.910, -22.081], [10.967, -17.473, -22.465], [10.025, -17.534, -20.419]]}